{"formula": "C23H29NO5", "method": "ωB97M-V with the def2-TZVPD basis set", "gap_ev": 8.5, "relative_energy_kcal_mol": 38.5, "smiles": "COc1cc2c(cc1OC)[C@H](COc1ccccc1OC)N(C(=O)C(C)C)CC2", "energy_ev": -36048.460, "multiplicity": 1, "molar_mass_g_mol": 399.5, "e_lumo_ev": 0.6, "species": ["O", "O", "O", "O", "O", "N", "C", "C", "C", "C", "C", "C", "C", "C", "C", "C", "C", "C", "C", "C", "C", "C", "C", "C", "C", "C", "C", "C", "C", "H", "H", "H", "H", "H", "H", "H", "H", "H", "H", "H", "H", "H", "H", "H", "H", "H", "H", "H", "H", "H", "H", "H", "H", "H", "H", "H", "H", "H"], "positions_angstrom": [[4.656, -2.074, -0.392], [2.541, -4.017, 0.029], [-2.083, 0.170, 3.417], [-1.301, -0.286, -0.856], [-0.726, 1.224, -2.848], [-0.691, 0.778, 1.771], [-2.101, -0.448, -1.944], [-3.583, -0.617, -4.289], [3.415, -1.689, 0.059], [-0.551, -0.618, 1.394], [-0.328, 2.046, -3.916], [-1.598, -0.993, 0.326], [1.531, 1.449, 1.086], [-2.770, 3.129, 2.357], [-2.521, 0.276, -4.209], [5.649, -1.095, -0.555], [-3.905, -1.409, -3.210], [2.426, -2.674, 0.240], [-1.665, 2.522, 3.226], [-1.494, 1.059, 2.825], [1.827, 0.011, 0.777], [1.168, -2.278, 0.676], [-1.778, 0.373, -3.047], [-3.166, -1.325, -2.037], [3.788, -4.614, -0.244], [-2.044, 2.601, 4.703], [0.845, -0.955, 0.936], [0.033, 1.702, 0.927], [3.090, -0.371, 0.342], [-3.704, 2.602, 2.535], [-2.595, -0.722, 0.699], [-2.259, 3.629, 4.984], [-4.732, -2.101, -3.267], [3.833, 0.402, 0.220], [-2.531, 3.052, 1.298], [6.529, -1.632, -0.906], [-2.921, 1.988, 4.890], [-0.018, 1.457, -4.785], [-1.564, -2.075, 0.148], [-0.211, 2.732, 1.176], [-3.430, -1.952, -1.200], [4.518, -4.401, 0.541], [5.362, -0.348, -1.302], [0.437, -3.060, 0.814], [-0.797, -1.206, 2.288], [0.523, 2.616, -3.547], [1.832, 1.670, 2.116], [4.190, -4.294, -1.207], [-2.913, 4.179, 2.606], [5.885, -0.595, 0.390], [-0.729, 3.069, 3.079], [-1.124, 2.737, -4.212], [-4.153, -0.680, -5.203], [2.094, 2.107, 0.422], [-0.251, 1.513, -0.113], [-2.288, 0.892, -5.062], [3.588, -5.685, -0.271], [-1.232, 2.228, 5.323]]}

{"formula": "C23H29NO6", "method": "ωB97M-V with the def2-TZVPD basis set", "gap_ev": 8.3, "relative_energy_kcal_mol": 544.0, "energy_ev": -38076.042, "multiplicity": 1, "molar_mass_g_mol": 415.5, "e_lumo_ev": 0.1, "species": ["O", "O", "O", "O", "O", "O", "N", "C", "C", "C", "C", "C", "C", "C", "C", "C", "C", "C", "C", "C", "C", "C", "C", "C", "C", "C", "C", "C", "C", "C", "H", "H", "H", "H", "H", "H", "H", "H", "H", "H", "H", "H", "H", "H", "H", "H", "H", "H", "H", "H", "H", "H", "H", "H", "H", "H", "H", "H", "H"], "positions_angstrom": [[3.649, 0.041, -3.652], [2.663, 1.268, 3.679], [1.645, 0.317, -2.652], [-0.487, -2.224, 0.589], [-2.962, -0.844, 2.900], [-2.682, 1.729, -0.908], [-0.604, -0.833, 3.073], [2.726, -1.550, -2.259], [-2.798, 2.698, -1.905], [3.906, -2.504, -2.404], [-1.591, -1.343, 2.668], [2.781, -0.343, -2.907], [1.708, 0.802, 4.200], [-1.714, 0.744, -0.975], [-1.516, 3.366, -2.173], [-0.288, 2.298, -2.654], [-3.216, 1.932, -3.292], [1.844, -3.133, -0.711], [1.802, -1.912, -1.438], [1.412, -0.696, 4.075], [-0.811, 0.263, 3.978], [-3.644, 3.517, -1.264], [0.591, -0.968, -1.156], [0.530, 0.358, -1.876], [-0.413, -1.141, -0.158], [0.783, -1.025, 2.920], [-1.341, -2.597, 1.554], [-0.542, 1.057, -1.839], [0.251, 1.172, 3.912], [-1.437, -0.198, -0.174], [-2.353, -0.421, 0.397], [-2.733, 1.182, -3.553], [1.102, -1.293, 5.007], [-1.891, 0.623, 3.756], [0.509, 2.750, -2.803], [-4.091, 4.403, -2.145], [3.679, -3.311, -2.765], [0.669, -3.761, -0.709], [0.714, -2.243, 2.687], [-0.652, 2.122, -3.934], [1.895, 0.935, 5.313], [-0.129, 2.382, 4.435], [4.537, -2.718, -1.453], [0.349, 1.679, 2.708], [-1.116, -3.398, 2.046], [-4.672, 3.166, -0.945], [-1.162, 3.840, -1.419], [2.663, 1.339, 2.789], [-0.664, 0.137, 5.059], [2.517, -1.179, 3.998], [-3.335, 2.946, -3.990], [-4.488, 1.459, -3.031], [-1.385, 4.175, -2.989], [-2.405, -2.517, 1.082], [2.500, -4.082, -1.012], [1.016, -0.745, 2.031], [4.611, -1.979, -2.933], [1.789, -3.088, 0.404], [-3.326, 3.872, -0.372]]}

{"formula": "C23H30BF4N7O3RuSb", "method": "ωB97M-V with the def2-TZVPD basis set", "gap_ev": 5.7, "energy_ev": -61552.195, "total_charge": 3, "multiplicity": 1, "molar_mass_g_mol": 762.2, "e_lumo_ev": -11.4, "species": ["Sb", "Ru", "F", "F", "F", "F", "O", "O", "O", "N", "N", "N", "N", "N", "N", "N", "C", "C", "C", "C", "C", "C", "C", "C", "C", "C", "C", "C", "C", "C", "C", "C", "C", "C", "C", "C", "C", "C", "C", "B", "H", "H", "H", "H", "H", "H", "H", "H", "H", "H", "H", "H", "H", "H", "H", "H", "H", "H", "H", "H", "H", "H", "H", "H", "H", "H", "H", "H", "H", "H"], "positions_angstrom": [[-0.886, -0.568, -0.178], [2.121, 0.797, 0.076], [2.173, -3.457, 1.449], [1.571, -1.188, 0.394], [2.075, -3.453, -0.851], [0.135, -3.382, 0.398], [2.637, 2.752, -0.212], [1.373, 0.071, 3.914], [0.527, 1.083, 2.196], [4.399, -0.677, 1.345], [3.327, 4.859, 0.091], [1.454, 0.517, 2.802], [2.600, 0.481, 2.046], [3.676, -1.093, 3.482], [4.188, -0.082, 0.092], [1.991, 3.846, 1.677], [-0.997, 4.206, -0.694], [-0.172, 3.518, -1.579], [-4.648, -1.097, 1.903], [-1.571, -2.795, -2.130], [-2.308, -1.779, 2.597], [-2.896, -0.569, 0.439], [-1.472, 2.182, 0.483], [-0.675, 1.480, -0.450], [-0.251, -3.399, -4.080], [0.628, -1.767, -2.537], [-0.570, -1.821, -1.814], [3.535, -0.460, 2.342], [-5.530, -0.478, 1.025], [0.778, -2.532, -3.682], [-3.284, -1.150, 1.633], [0.969, 1.467, -2.429], [-2.780, -3.117, -1.302], [-1.642, 3.542, 0.346], [-1.388, -3.526, -3.313], [0.035, 2.149, -1.470], [2.654, 3.791, 0.516], [-5.083, 0.115, -0.152], [-3.735, 0.099, -0.459], [1.478, -3.333, 0.323], [-2.595, -3.036, -0.234], [5.132, -1.365, 1.437], [4.913, 0.611, -0.073], [-5.776, 0.593, -0.831], [0.321, 4.057, -2.382], [-1.130, 5.275, -0.815], [-5.019, -1.544, 2.818], [3.029, -0.915, 4.235], [-0.136, -4.005, -4.970], [-1.923, -1.041, 3.304], [-2.151, -4.240, -3.600], [-3.098, -4.139, -1.505], [0.484, 0.659, -2.968], [4.242, -0.799, -0.624], [2.009, 4.663, 2.266], [1.359, 3.099, 1.913], [3.867, 4.788, -0.755], [-6.586, -0.450, 1.265], [-3.377, 0.565, -1.372], [-2.276, 4.081, 1.039], [1.689, -2.465, -4.264], [-3.617, -2.458, -1.554], [-1.978, 1.666, 1.288], [4.358, -1.829, 3.597], [3.379, 5.714, 0.619], [1.356, 2.176, -3.159], [-2.771, -2.571, 3.182], [1.441, -1.151, -2.218], [1.876, 1.053, -1.942], [-1.458, -2.225, 2.070]]}